# 1
# C22H18IKN5O2S3

A structure of composition C22H18IKN5O2S3 in a non-equilibrium geometry (ωB97M-V/def2-TZVPD, OMol25).

The geometry in XYZ format:
```
52
Properties=species:S:1:pos:R:3:nbo_charge:R:1
K 0.75723 1.01407 0.43303 0.91
O -0.93906 -2.95968 2.57300 -0.76
C -1.83024 -3.78106 1.99756 0.40
C -2.40152 -4.81936 2.70113 -0.32
C -3.30750 -5.64884 2.07216 -0.18
C -3.56920 -5.53652 0.73459 -0.31
C -2.99988 -4.48058 -0.00051 -0.12
C -2.21517 -3.53085 0.64114 -0.26
C -1.59390 -2.41956 0.05488 0.59
O -0.76916 -1.62332 0.63826 -0.70
N -1.90998 -2.22372 -1.23622 -0.46
N -1.37070 -1.22012 -1.77332 -0.27
C -1.80929 -1.03454 -3.06249 -0.29
S -2.97262 -2.07068 -3.71377 0.30
C -2.84400 -1.54336 -5.47512 -0.54
C -1.98094 -0.26973 -5.55485 -0.55
S -1.05825 0.13230 -4.04583 0.28
H -0.69033 -2.07279 1.69069 0.50
H -2.07888 -4.91074 3.74199 0.21
H -3.71486 -6.47298 2.67812 0.19
H -4.19939 -6.26423 0.20660 0.20
H -3.15197 -4.40374 -1.06880 0.22
H -3.84615 -1.34288 -5.83903 0.22
H -2.37591 -2.39726 -5.96022 0.22
H -2.50309 0.64312 -5.91154 0.22
H -1.15428 -0.41193 -6.26583 0.22
S 2.65324 0.98161 5.54678 0.21
C 1.81604 -0.51883 5.40183 -0.39
C 1.29881 -0.70776 4.16983 -0.32
C 1.61040 0.29980 3.24004 -0.34
C 2.36774 1.31275 3.76227 -0.34
C 2.84180 2.48842 3.04407 0.22
C 3.74396 3.37571 3.64929 -0.26
C 4.11933 4.55053 3.02671 -0.17
C 3.59956 4.85283 1.77040 -0.33
C 2.75447 3.87883 1.21062 0.04
N 2.37888 2.74389 1.79909 -0.50
H 1.73356 -1.19031 6.25181 0.21
H 0.66072 -1.56637 4.01462 0.23
H 4.22578 3.07156 4.56881 0.22
H 4.75034 5.25275 3.55023 0.20
H 3.86002 5.80140 1.24115 0.21
H 2.30744 4.05680 0.20198 0.17
I 0.32014 5.55076 -4.82473 0.19
C 0.69540 4.08223 -3.50568 -0.35
C 2.02424 3.75565 -3.12080 -0.06
N 1.87792 2.71891 -2.22926 -0.34
N 0.57651 2.44367 -1.91944 -0.29
C -0.16011 3.21479 -2.76767 -0.05
H 3.00979 4.11120 -3.50717 0.24
H 2.65431 2.13065 -1.89269 0.42
H -1.19127 2.95754 -2.93771 0.24
```

* HOMO-LUMO gap: 5.22 eV
* charge: -1
* HOMO energy: -3.62 eV
* energy above the lowest of the compared OMol25 structures with the same formula, charge and spin: 21.53 kcal per mole

---

# 2
# C22H18IN5O3W

A structure of composition C22H18IN5O3W in a non-equilibrium geometry (ωB97M-V/def2-TZVPD, OMol25).

The geometry in XYZ format:
```
50
Properties=species:S:1:pos:R:3:nbo_charge:R:1
W 1.09074 -0.60570 -0.91938 1.90
C 1.38774 0.80860 3.42762 -0.25
C 1.62914 0.91600 2.05422 0.12
N 0.82384 0.39080 1.13492 -0.53
C -0.31606 -0.23440 1.57292 0.21
C -0.58346 -0.48120 2.94232 -0.12
C 0.32364 0.06240 3.87942 -0.05
C -1.75386 -1.20890 3.25392 -0.15
C -2.63436 -1.55780 2.26382 -0.18
C -2.41756 -1.21250 0.91342 -0.21
C -1.25456 -0.57000 0.55362 0.16
N -0.82226 -0.12410 -0.74398 -0.69
C -1.24986 1.17640 -1.11408 0.09
C -2.54076 1.66100 -1.06028 -0.17
C -2.82196 2.98110 -1.43918 -0.18
C -1.83586 3.82350 -1.88248 -0.14
C -0.49816 3.37920 -1.94148 -0.10
C 0.58964 4.18130 -2.34318 -0.03
C 1.86924 3.67510 -2.26478 -0.26
C 2.07474 2.36960 -1.81928 0.12
N 1.07384 1.54200 -1.49038 -0.55
C -0.20776 2.04510 -1.54618 0.22
H 2.05634 1.29990 4.11652 0.27
H 2.51284 1.43230 1.69352 0.24
H 0.16574 -0.08640 4.93832 0.25
H -1.95156 -1.46650 4.28242 0.25
H -3.53946 -2.08430 2.52102 0.25
H -3.17476 -1.46040 0.18352 0.24
H -3.34106 1.02690 -0.71388 0.24
H -3.83806 3.33270 -1.37238 0.25
H -2.07166 4.83680 -2.16088 0.25
H 0.41264 5.18960 -2.68708 0.25
H 2.71854 4.27740 -2.55238 0.26
H 3.08734 1.98460 -1.72228 0.24
N -0.39356 -2.18470 -2.35858 -0.74
C -0.55636 -3.47420 -1.63658 -0.35
C 0.18894 -3.51230 -0.29648 0.68
O 0.08624 -4.44110 0.45752 -0.47
N 1.01484 -2.41760 -0.09578 -0.67
C 1.96334 -2.61780 1.01222 -0.36
C 2.94224 -1.42980 1.00672 0.78
O 3.71304 -1.17810 1.87852 -0.47
O 2.75264 -0.67860 -0.08528 -0.67
H -0.02836 -2.39460 -3.29498 0.42
H -1.32986 -1.80660 -2.53198 0.42
H -1.60616 -3.70990 -1.44708 0.26
H -0.15526 -4.30870 -2.22208 0.26
H 1.45344 -2.67940 1.98922 0.27
H 2.50464 -3.57160 0.89342 0.29
I 2.48714 -0.89510 -3.22678 0.15
```

* HOMO-LUMO gap: 5.67 eV
* charge: +2
* HOMO energy: -14.72 eV

---

# 3
# C22H18N11O4S3Sc

A structure of composition C22H18N11O4S3Sc (ωB97M-V/def2-TZVPD, OMol25).

The geometry in XYZ format:
```
59
Properties=species:S:1:pos:R:3:nbo_charge:R:1
Sc 0.64720 0.38063 0.90027 1.16
S -1.69326 -0.38606 1.76519 -0.35
C -2.07680 -1.44167 0.40806 -0.17
C -3.41034 -1.58736 0.03409 -0.13
C -3.77518 -2.31976 -1.08604 -0.17
C -5.15389 -2.35693 -1.48185 0.29
N -6.25622 -2.34278 -1.80903 -0.32
C -2.78603 -2.95852 -1.84476 -0.15
C -1.45998 -2.85801 -1.45338 -0.17
C -1.08332 -2.10332 -0.34350 -0.16
S 0.62644 -1.96267 0.03376 -0.28
C -3.11711 -3.66330 -3.04981 0.28
N -3.35595 -4.21740 -4.02820 -0.30
H -4.17259 -1.09138 0.61848 0.22
H -0.69423 -3.34262 -2.04357 0.24
S -0.29859 2.80074 1.80915 0.61
C -1.58197 2.93209 0.60002 0.02
N -2.47968 3.81330 0.88831 -0.12
N -3.57122 4.00558 0.17869 -0.39
C -4.25222 3.06199 -0.66977 0.18
C -4.47025 3.37327 -2.00120 -0.24
C -5.21157 2.50758 -2.79353 -0.20
C -5.73066 1.33978 -2.25062 -0.21
C -5.50426 1.03648 -0.91459 -0.20
C -4.76034 1.89366 -0.11727 -0.25
N -1.60302 2.22918 -0.60355 -0.14
N -0.75714 1.33688 -0.76952 -0.19
C -0.87851 0.67270 -2.03353 0.14
C -2.13015 0.47188 -2.60510 -0.21
C -2.22141 -0.22401 -3.79717 -0.22
C -1.07151 -0.70603 -4.41239 -0.18
C 0.17314 -0.48878 -3.83649 -0.21
C 0.27617 0.19605 -2.63530 -0.20
H -4.15707 4.70419 0.60755 0.39
H -4.05015 4.28350 -2.40880 0.23
H -5.38078 2.74554 -3.83534 0.22
H -6.31071 0.65815 -2.85908 0.23
H -5.92561 0.13202 -0.49733 0.23
H -4.56919 1.66542 0.92486 0.23
H -3.01424 0.82871 -2.09510 0.24
H -3.19307 -0.41138 -4.23690 0.23
H -1.15214 -1.26407 -5.33616 0.22
H 1.06867 -0.86192 -4.31508 0.22
H 1.24262 0.36282 -2.17841 0.24
N 1.06473 -0.39069 3.11924 -0.66
N 2.36357 -0.82610 3.42696 -0.43
C 3.27789 -0.88572 2.41757 0.65
N 4.46003 -1.41761 2.71768 -0.77
N 2.86410 -0.41087 1.25780 -0.47
N 3.73682 -0.32719 0.19140 0.65
O 4.91505 -0.64355 0.30351 -0.43
O 3.22989 0.07219 -0.82661 -0.32
H 0.74028 0.24119 3.84336 0.40
H 0.40592 -1.16660 3.02244 0.43
H 2.45087 -1.50349 4.16921 0.39
H 4.69912 -1.60832 3.67436 0.41
H 5.17147 -1.38087 2.00148 0.45
O 1.79503 2.02694 0.68754 -0.56
O 1.05476 3.23220 0.97516 -0.41
```

* HOMO-LUMO gap: 6.62 eV
* HOMO energy: -7.75 eV
* energy above the lowest of the compared OMol25 structures with the same formula, charge and spin: 19.90 kcal per mole

---

# 4
# C22H18N14RuS

A structure of composition C22H18N14RuS in a non-equilibrium geometry (ωB97M-V/def2-TZVPD, OMol25).

The geometry in XYZ format:
```
56
Properties=species:S:1:pos:R:3:nbo_charge:R:1
Ru 0.08087 1.27655 0.61670 0.63
N 2.70310 -0.67986 3.58310 -0.79
C 2.06257 0.04897 2.63304 0.29
S 0.46186 0.58001 2.95970 -0.10
N 2.77555 0.29639 1.54222 -0.44
N 2.09324 0.99905 0.62554 -0.11
C 2.71087 1.42035 -0.42800 -0.03
C 1.92775 2.15978 -1.39426 0.18
C 2.46556 2.74365 -2.53941 -0.23
C 1.64999 3.48734 -3.36572 -0.16
C 0.30736 3.65154 -3.03186 -0.26
C -0.16921 3.03797 -1.89232 0.10
N 0.61279 2.30104 -1.10214 -0.38
H 2.28993 -0.70053 4.49784 0.40
H 3.70699 -0.71057 3.51622 0.39
H 3.77479 1.24915 -0.54976 0.20
H 3.51716 2.61102 -2.75588 0.22
H 2.05192 3.94548 -4.25994 0.21
H -0.36233 4.23492 -3.64618 0.22
H -1.20531 3.11463 -1.59174 0.23
N -2.33575 3.57456 1.66675 -0.60
C -1.01056 3.94622 1.81060 0.44
N -0.62638 5.08011 2.36160 -0.39
N 0.72189 5.02803 2.32434 -0.12
N 1.11608 3.92269 1.78792 -0.13
N 0.02722 3.20669 1.44129 -0.39
C -2.73814 2.59847 0.77792 0.44
N -3.94853 2.52495 0.25746 -0.40
N -3.90251 1.43917 -0.54304 -0.12
N -2.72796 0.90575 -0.51489 -0.13
N -1.95458 1.61714 0.33558 -0.39
H -3.00917 4.29732 1.85327 0.42
N -0.16976 -0.54857 0.24019 -0.33
C -0.34460 -1.75663 -0.01169 0.18
C -1.13277 -2.61768 0.92369 -0.09
C -2.23970 -2.07375 1.56634 -0.11
C -2.95808 -2.83044 2.47824 -0.23
C -2.57419 -4.13434 2.76328 -0.22
C -1.46744 -4.68079 2.12667 -0.23
C -0.75436 -3.92732 1.20676 -0.20
C 0.21747 -2.35716 -1.26345 -0.09
C -0.43627 -3.38090 -1.94535 -0.19
C 0.08374 -3.88135 -3.12929 -0.22
C 1.26933 -3.37200 -3.64307 -0.22
C 1.92804 -2.35413 -2.96649 -0.23
C 1.40448 -1.84934 -1.78674 -0.13
H -2.52555 -1.05481 1.33458 0.23
H -3.82165 -2.39956 2.96867 0.21
H -3.13505 -4.72244 3.47894 0.20
H -1.15721 -5.69420 2.34957 0.20
H 0.11088 -4.35266 0.71199 0.21
H -1.36559 -3.77439 -1.55217 0.22
H -0.44179 -4.66858 -3.65543 0.21
H 1.67730 -3.76567 -4.56565 0.20
H 2.85511 -1.95461 -3.35859 0.20
H 1.91062 -1.05663 -1.24696 0.21
```

* HOMO-LUMO gap (spin up / spin down): 6.51 / 6.59 eV
* multiplicity: 2
* charge: -1
* HOMO energy (spin up / spin down): -4.54 / -4.89 eV
* energy above the lowest of the compared OMol25 structures with the same formula, charge and spin: 0.00 kcal per mole

---

no.,DFT total energy (Ha)
1,-3365.5499
2,-1712.9930
3,-3707.6108
4,-2108.9323